Density functional theory data (wB97M-V/def2-TZVPD) for a molecular structure, C41H61AuN2OSSi4 at a distorted geometry.

The geometry in XYZ format:
```
111
Properties=species:S:1:pos:R:3:forces:R:3:lowdin_charge:R:1
Au 0.542141 0.063641 -0.276980 -0.51 0.03 -0.14 0.85
C 4.299826 -1.415653 -2.326195 -0.01 -0.02 -0.04 -0.01
C 4.406826 -1.458900 -0.824834 -0.04 0.03 -0.02 -0.22
C 5.307062 -2.329742 -0.217074 0.03 -0.01 0.01 -0.03
C 5.433320 -2.384180 1.161680 0.02 -0.02 0.00 -0.04
C 4.665430 -1.554132 1.964422 0.04 0.01 0.03 -0.04
C 3.747207 -0.674823 1.405287 -0.01 0.05 -0.01 -0.24
C 2.924694 0.248015 2.264709 -0.03 -0.02 0.01 -0.03
C 3.629951 -0.658192 0.012875 -0.09 -0.07 0.06 -0.22
N 2.679336 0.263797 -0.561563 0.04 -0.05 0.16 0.04
C 3.089098 1.411928 -0.944831 0.09 0.15 -0.10 -0.23
C 4.511135 1.858880 -0.851915 0.03 0.01 -0.08 0.03
C 2.078812 2.368341 -1.527858 0.26 -0.13 -0.04 -0.25
C 2.549583 3.426021 -2.472962 0.13 0.01 0.03 0.02
N 0.878817 2.175885 -1.171412 -0.43 0.16 -0.13 0.07
C -0.157968 3.021167 -1.701815 0.03 -0.24 -0.05 -0.22
C -0.419417 4.225036 -1.062126 -0.05 0.08 0.05 -0.21
C 0.394520 4.653008 0.125922 0.08 0.04 0.02 -0.02
C -1.437581 5.020032 -1.580092 -0.03 0.04 0.05 -0.03
C -2.163843 4.619315 -2.689921 -0.03 0.02 -0.02 -0.05
C -1.870460 3.415325 -3.314864 0.03 0.00 -0.02 -0.03
C -0.854476 2.594709 -2.836506 0.08 0.03 -0.03 -0.24
C -0.482393 1.317774 -3.544978 0.07 0.00 0.05 -0.04
H 5.239294 -1.729095 -2.778972 -0.01 0.01 0.01 0.10
H 4.060520 -0.423234 -2.712318 0.01 -0.04 0.03 0.07
H 3.522258 -2.094300 -2.685342 0.10 0.04 0.05 0.05
H 5.927552 -2.961631 -0.842502 -0.03 0.02 0.03 0.13
H 6.145611 -3.065139 1.611281 -0.03 0.04 -0.02 0.12
H 4.781025 -1.581540 3.042284 -0.01 0.00 -0.05 0.13
H 3.159698 0.098262 3.317883 0.01 0.01 -0.03 0.09
H 1.846864 0.082664 2.137429 0.07 -0.01 0.01 0.04
H 3.115364 1.300103 2.028213 0.00 -0.05 0.01 0.09
H 5.050388 1.309508 -0.083483 -0.02 0.01 -0.03 0.10
H 4.559192 2.927857 -0.647132 0.00 -0.01 -0.01 0.10
H 5.019060 1.686941 -1.807448 -0.03 0.01 0.05 0.12
H 3.304108 3.024268 -3.151491 -0.01 0.02 0.02 0.10
H 3.015750 4.248568 -1.922392 -0.01 -0.04 -0.03 0.10
H 1.719939 3.830640 -3.047631 0.01 -0.01 0.02 0.10
H 0.445695 3.863162 0.880705 -0.01 0.04 -0.03 0.08
H -0.040827 5.534258 0.589234 0.01 0.02 0.01 0.08
H 1.421610 4.908598 -0.159030 -0.10 -0.03 0.02 0.08
H -1.653204 5.970116 -1.103739 0.00 -0.04 -0.03 0.12
H -2.950143 5.254321 -3.081191 0.06 -0.05 0.03 0.12
H -2.420009 3.116225 -4.200896 0.02 0.01 0.05 0.12
H -1.067540 1.198619 -4.456636 0.02 0.01 0.04 0.09
H -0.651859 0.433555 -2.916057 0.08 0.12 -0.05 0.02
H 0.575030 1.298858 -3.827290 -0.06 0.03 0.00 0.09
O -0.643559 0.340698 1.872664 -0.26 0.26 0.02 -0.65
S -1.119316 1.065384 3.124442 0.18 -0.25 -0.01 1.04
C -1.442282 2.784338 2.814702 0.10 0.08 -0.08 -0.41
C -0.830117 3.688605 3.672993 0.03 -0.04 0.00 -0.08
C -1.150444 5.038027 3.576915 0.00 0.04 0.00 -0.06
C -2.068989 5.459610 2.627442 -0.01 0.00 -0.01 -0.06
C -2.658131 4.545465 1.754522 0.01 0.03 0.00 -0.06
C -2.349648 3.200465 1.846436 -0.05 0.01 -0.06 -0.06
C -2.823893 0.580353 3.362568 -0.03 -0.04 0.10 -0.38
C -3.392124 -0.389320 2.560081 0.01 -0.04 0.05 -0.11
C -4.709455 -0.769255 2.790175 -0.03 -0.03 -0.02 -0.06
C -5.431072 -0.188467 3.822013 -0.02 -0.02 -0.03 -0.05
C -4.840941 0.776091 4.631487 0.02 0.02 0.01 -0.05
C -3.531593 1.165982 4.407079 0.00 -0.01 0.00 -0.06
H -0.131348 3.338641 4.425566 -0.04 0.01 -0.04 0.11
H -0.692992 5.751300 4.251965 -0.04 -0.04 -0.04 0.12
H -2.337068 6.508048 2.566857 0.02 -0.05 0.00 0.12
H -3.374185 4.884844 1.016287 0.02 -0.01 0.03 0.12
H -2.827904 2.476660 1.194304 0.03 0.06 0.05 0.11
H -2.799234 -0.839056 1.776195 0.04 -0.03 0.00 0.06
H -5.171955 -1.526286 2.166834 0.03 0.03 0.03 0.11
H -6.455315 -0.488123 4.003836 0.04 0.00 -0.02 0.12
H -5.403647 1.225833 5.439068 0.02 -0.01 -0.02 0.12
H -3.071682 1.923175 5.033209 -0.02 -0.04 -0.03 0.12
C -3.336325 -2.726666 -0.554668 0.21 -0.28 0.14 -0.18
Si -2.434601 -1.373660 -1.472559 0.22 1.12 0.34 0.45
C -2.921145 0.349562 -0.973296 -0.37 0.02 -0.05 -0.20
C -2.574349 -1.518227 -3.313086 0.11 -0.24 -0.29 -0.17
Si -0.329975 -2.095077 -0.372735 0.18 -0.84 0.23 0.52
Si 0.493471 -3.436095 -2.110756 0.14 0.09 0.02 0.36
C 2.058545 -4.165424 -1.374661 0.15 -0.16 -0.30 -0.20
C -0.704958 -4.749119 -2.670290 -0.11 -0.03 -0.24 -0.18
C 0.977556 -2.190125 -3.434106 0.22 -0.17 -0.17 -0.22
Si -0.056397 -3.566738 1.520281 -0.18 0.32 0.19 0.38
C -0.548867 -5.268260 0.946715 -0.06 -0.19 -0.15 -0.20
C 1.720008 -3.453179 2.059772 0.12 -0.01 0.02 -0.18
C -1.146469 -3.104340 2.957179 0.00 -0.08 0.10 -0.20
H -4.403105 -2.497865 -0.682884 0.08 -0.03 0.00 0.07
H -3.124995 -2.766055 0.517619 -0.08 0.02 -0.08 0.01
H -3.139502 -3.712279 -0.985051 -0.07 0.06 0.02 0.04
H -3.938909 0.547729 -1.339552 0.12 0.03 0.07 0.06
H -2.258559 1.088768 -1.435574 -0.12 -0.08 0.07 0.01
H -2.908484 0.494639 0.106145 0.03 -0.02 -0.06 -0.01
H -3.512451 -2.043253 -3.530029 0.04 0.06 0.02 0.06
H -1.776648 -2.069117 -3.814819 -0.21 0.06 0.09 0.01
H -2.635324 -0.518897 -3.750189 -0.01 -0.13 0.03 0.04
H 1.854891 -5.003293 -0.704006 0.05 0.11 -0.08 0.03
H 2.651131 -3.424042 -0.831060 -0.06 -0.04 -0.04 0.01
H 2.685315 -4.545294 -2.192422 -0.04 0.01 0.10 0.06
H -0.992550 -5.395985 -1.839583 -0.02 0.04 -0.06 0.02
H -0.229130 -5.382680 -3.425941 -0.02 0.04 0.04 0.05
H -1.612531 -4.332999 -3.124803 0.15 -0.08 0.11 0.03
H 1.477265 -1.323105 -2.986607 -0.11 -0.07 -0.05 0.00
H 0.149082 -1.831237 -4.043308 0.06 0.00 0.05 0.01
H 1.698644 -2.662558 -4.112656 -0.06 0.08 0.01 0.05
H 0.104352 -5.687737 0.178695 -0.11 0.03 0.12 0.02
H -1.578125 -5.288293 0.574758 0.07 -0.03 0.05 0.04
H -0.507154 -5.934297 1.816928 -0.01 0.06 -0.07 0.06
H 2.434360 -3.883020 1.355833 -0.06 0.06 0.07 0.03
H 1.817391 -3.989493 3.010920 -0.01 0.03 -0.08 0.06
H 1.998088 -2.413265 2.239471 0.00 -0.07 0.03 0.01
H -2.214430 -3.125246 2.736728 0.01 0.02 -0.02 0.03
H -0.891439 -2.131367 3.375920 -0.01 0.03 -0.01 0.02
H -0.963777 -3.864259 3.727591 -0.04 0.10 -0.01 0.05
```
Positions in Å, forces in eV/Å.

Computed properties:
E   -94561.2224 eV
Total charge   +2
Relative energy (zero: lowest compared OMol25 entry of this formula, charge and spin)   140.5 kJ/mol
Orbital gap   5.84 eV
HOMO   -13.34 eV